# 1
ORCA calculation (the ωB97M-V functional and the def2-TZVPD basis) on a structure of composition C2H29FeO19P at a distorted geometry.

CARTESIAN COORDINATES (ANGSTROEM)
1 Fe 19.34 -17.17 9.14
2 P 18.73 -18.19 11.53
3 O 19.98 -18.39 10.52
4 O 19.43 -17.73 12.80
5 O 17.70 -19.29 11.66
6 O 17.96 -17.10 10.63
7 C 19.87 -13.11 10.37
8 C 20.71 -14.19 9.74
9 O 20.29 -15.35 9.82
10 O 21.77 -13.81 9.11
11 H 20.21 -12.86 11.38
12 H 18.82 -13.36 10.46
13 H 19.97 -12.13 9.89
14 O 21.16 -10.48 12.10
15 H 20.75 -10.92 12.85
16 H 21.91 -11.04 11.85
17 O 22.25 -16.50 11.93
18 H 21.69 -15.95 11.36
19 H 23.04 -15.99 12.10
20 O 16.56 -12.31 12.39
21 H 16.89 -13.22 12.35
22 H 16.60 -12.08 13.32
23 O 21.01 -17.39 7.74
24 H 21.26 -17.97 7.02
25 H 21.80 -16.91 8.00
26 O 20.65 -8.79 9.79
27 H 21.06 -9.08 10.62
28 H 20.94 -9.48 9.17
29 O 23.07 -12.35 11.27
30 H 22.74 -13.03 11.88
31 H 22.68 -12.64 10.43
32 O 17.65 -15.19 12.43
33 H 18.37 -15.45 13.01
34 H 17.85 -15.74 11.62
35 O 17.98 -15.81 8.19
36 H 17.07 -15.96 7.92
37 H 18.21 -14.89 7.96
38 O 21.63 -13.88 13.08
39 H 21.99 -14.16 13.92
40 H 20.74 -14.26 13.05
41 O 21.73 -13.79 6.27
42 H 22.67 -13.89 6.09
43 H 21.66 -14.02 7.21
44 O 21.73 -11.08 8.34
45 H 22.65 -10.91 8.11
46 H 21.67 -12.06 8.45
47 O 18.54 -13.12 7.55
48 H 18.18 -12.72 6.76
49 H 18.80 -12.38 8.12
50 O 24.47 -14.29 8.63
51 H 23.50 -14.30 8.74
52 H 24.65 -13.42 8.27

**Net charge**: -2
**Multiplicity**: 5
**<S²>**: 6.0216

# 2
ORCA calculation (the ωB97M-V functional and the def2-TZVPD basis) on a structure of composition C2H29HgO13 at a distorted geometry.

CARTESIAN COORDINATES (ANGSTROEM)
1 Hg -8.85 -5.99 12.20
2 C -10.35 -5.67 16.48
3 C -9.45 -6.33 15.44
4 O -9.44 -5.51 14.36
5 H -10.80 -6.32 17.20
6 H -11.15 -5.04 16.11
7 H -9.71 -4.92 16.91
8 H -9.94 -7.25 14.98
9 H -8.45 -6.39 15.85
10 O -10.33 -3.06 14.67
11 H -10.11 -4.04 14.59
12 H -10.63 -2.93 15.56
13 O -12.58 -6.73 14.33
14 H -11.88 -6.72 14.97
15 H -12.59 -7.61 13.98
16 O -13.19 -3.46 14.51
17 H -12.76 -4.32 14.40
18 H -13.17 -3.09 13.65
19 O -11.51 -2.52 17.05
20 H -12.35 -2.44 17.49
21 H -11.05 -1.83 17.47
22 O -6.70 -8.50 15.51
23 H -5.96 -9.10 15.61
24 H -6.82 -7.91 16.24
25 O -11.21 -6.11 12.05
26 H -11.57 -6.45 12.86
27 H -11.90 -6.35 11.44
28 O -5.96 -6.33 17.02
29 H -5.30 -5.98 17.52
30 H -6.41 -5.57 16.63
31 O -8.32 -3.61 12.63
32 H -7.49 -3.20 12.74
33 H -9.02 -3.00 12.83
34 O -6.80 -6.65 13.54
35 H -5.89 -6.38 13.58
36 H -7.02 -6.95 14.42
37 O -7.24 -4.31 15.54
38 H -7.92 -4.78 15.10
39 H -6.93 -3.60 14.99
40 O -8.10 -1.88 16.98
41 H -8.68 -2.34 16.36
42 H -7.76 -1.22 16.43
43 O -9.51 -8.31 12.64
44 H -10.37 -8.51 12.38
45 H -9.30 -8.84 13.39

**Net charge**: +1

# 3
ORCA calculation (the ωB97M-V functional and the def2-TZVPD basis) on a structure of composition C2H2AlF2O2 at a distorted geometry.

CARTESIAN COORDINATES (ANGSTROEM)
1 F 0.62 0.34 1.25
2 H -1.01 -1.30 -1.34
3 O -1.24 0.61 -0.68
4 O 0.67 1.75 0.74
5 C -0.72 -0.50 -0.64
6 C 0.63 -0.67 0.03
7 F 0.78 -1.83 0.57
8 H 1.49 -0.28 -0.53
9 Al -1.22 1.89 0.60

**Net charge**: +3

# 4
ORCA calculation (the ωB97M-V functional and the def2-TZVPD basis) on a structure of composition C2H2AuFO at a distorted geometry.

CARTESIAN COORDINATES (ANGSTROEM)
1 C 0.22 -0.08 0.47
2 C -0.74 -0.88 0.81
3 O 1.19 0.56 0.25
4 H -1.55 -1.03 0.09
5 H 1.21 1.67 -1.79
6 Au -0.73 -1.74 2.45
7 F 0.41 1.50 -2.29

**Net charge**: +2
**Multiplicity**: 3
**<S²>**: 2.0233

# 5
ORCA calculation (the ωB97M-V functional and the def2-TZVPD basis) on a structure of composition C2H2AuLiO at a distorted geometry.

CARTESIAN COORDINATES (ANGSTROEM)
1 H 1.90 -0.73 -0.97
2 O 0.98 0.54 2.08
3 C 1.37 -0.60 2.72
4 C 2.30 -1.50 2.35
5 Au 2.56 0.10 0.58
6 Li -0.07 -0.63 0.08
7 H 0.76 -0.77 3.63

**Net charge**: +1
**Multiplicity**: 4
**<S²>**: 3.7880

# 6
ORCA calculation (the ωB97M-V functional and the def2-TZVPD basis) on a structure of composition C2H2BaFO2 at a distorted geometry.

CARTESIAN COORDINATES (ANGSTROEM)
1 H -0.78 -0.33 1.33
2 O 0.28 1.40 -0.65
3 C -0.56 0.61 -0.23
4 C -0.18 -0.71 0.39
5 O 1.16 -0.84 0.46
6 F -1.81 0.71 -0.66
7 H -0.74 -1.52 -0.11
8 Ba 2.64 0.69 -0.52

**Net charge**: +1

no.,E_tot (a.u.)
1,-3128.4781
2,-1224.7871
3,-668.3291
4,-387.1911
5,-295.3245
6,-353.0432